Record 1
# C40H34Cl2F6N5O3PSY

C40H34Cl2F6N5O3PSY as an isolated structure at a distorted geometry (wB97M-V/def2-TZVPD, the OMol25 dataset).

Properties
- Orbital gap: 8.1 eV
- Lowest unoccupied orbital energy: -2.67 eV
- Charge: +1
- Energy relative to the best compared isomer or geometry (same formula, charge and spin): 31.3 kcal/mol
- Maximum force: 1.81 eV/A
- Highest occupied orbital energy: -10.7 eV

The geometry in XYZ format:
```
93
Properties=species:S:1:pos:R:3:forces:R:3:mulliken_charge:R:1
Y -0.463 0.826 0.184 0.3 0.8 -0.2 -0.228
N -0.344 5.332 0.596 -0.4 -0.2 0.1 0.028
C 0.984 5.343 0.257 0.6 -0.5 -0.3 0.598
C 1.955 6.329 0.339 0.0 0.0 0.0 -1.234
C 3.214 5.999 -0.116 -0.1 0.0 0.0 -0.546
C 3.484 4.735 -0.653 0.1 -0.1 0.0 -0.986
C 2.524 3.746 -0.727 -0.1 0.0 0.1 -0.712
C 1.251 4.046 -0.243 0.2 0.7 0.2 0.073
N 0.104 3.285 -0.162 -0.8 0.1 0.0 1.446
C -0.819 4.089 0.334 0.6 0.1 -0.2 -0.150
C -2.170 3.674 0.622 -1.0 0.4 0.4 -0.812
C -3.234 4.460 0.983 0.2 -0.4 -0.1 -0.548
S -4.588 3.491 1.366 0.5 -0.2 -0.2 -0.176
C -3.656 2.097 1.014 -0.4 0.3 0.2 -0.649
N -2.443 2.332 0.626 0.3 0.0 0.0 1.011
H -0.855 6.075 1.039 0.0 0.0 0.0 0.253
H 1.734 7.305 0.741 0.0 0.1 0.0 0.464
H 4.005 6.731 -0.062 0.0 0.0 0.0 0.413
H 4.481 4.541 -1.018 0.1 -0.1 -0.1 0.459
H 2.742 2.780 -1.160 0.0 -0.1 0.0 0.595
H -3.304 5.528 1.011 0.1 0.3 0.1 0.471
H -4.073 1.115 1.127 0.0 -0.2 0.0 0.419
N 2.239 0.690 1.024 -0.2 0.4 0.0 0.096
C 3.029 -0.498 1.009 0.1 -0.6 -0.1 -0.214
C 4.419 -0.477 0.987 -0.1 0.1 0.1 -0.526
C 5.132 -1.662 1.070 -0.1 0.1 0.0 -0.764
C 4.470 -2.874 1.177 0.0 -0.1 0.0 -0.882
C 3.090 -2.907 1.131 0.1 0.2 0.1 -0.426
C 2.362 -1.727 1.030 -0.1 0.2 -0.2 -0.661
P 0.547 -1.713 0.830 1.0 -1.2 0.9 3.675
C 0.321 -3.366 0.068 -0.2 0.2 -0.1 1.132
C -0.181 -4.448 0.783 0.0 0.1 0.0 -0.667
C -0.280 -5.694 0.190 0.0 -0.1 -0.1 -0.778
C 0.116 -5.879 -1.123 0.0 0.0 0.0 -0.773
C 0.615 -4.806 -1.844 0.1 0.0 -0.1 -0.588
C 0.718 -3.561 -1.253 -0.1 0.0 0.1 -0.556
C -0.021 -2.051 2.528 0.0 0.1 0.0 0.109
C 0.826 -2.167 3.621 -0.1 -0.1 -0.2 -1.456
C 0.292 -2.441 4.870 -0.1 -0.2 0.1 -0.611
C -1.073 -2.608 5.026 0.2 0.0 0.0 -0.847
C -1.923 -2.476 3.936 0.0 -0.1 -0.1 -0.890
C -1.399 -2.187 2.693 0.1 -0.1 0.1 0.083
H 1.859 0.833 1.964 0.1 0.2 -0.2 0.216
H 2.812 1.512 0.829 -0.2 -0.2 0.1 0.235
H 4.950 0.463 0.934 0.0 0.1 0.0 0.506
H 6.210 -1.638 1.062 0.1 0.0 0.0 0.422
H 5.024 -3.792 1.287 0.1 -0.1 0.0 0.449
H 2.565 -3.849 1.182 0.0 -0.1 0.0 0.592
H -0.485 -4.326 1.810 0.0 0.0 0.1 0.478
H -0.665 -6.524 0.762 0.0 -0.1 0.1 0.460
H 0.043 -6.855 -1.580 0.0 -0.1 -0.1 0.392
H 0.929 -4.948 -2.868 0.0 0.0 -0.1 0.456
H 1.127 -2.738 -1.820 0.0 0.0 -0.1 0.223
H 1.895 -2.043 3.507 0.0 0.0 0.0 0.454
H 0.946 -2.514 5.727 0.0 0.0 0.1 0.431
H -1.479 -2.819 6.003 -0.1 0.0 0.1 0.378
H -2.989 -2.585 4.059 -0.1 0.0 0.0 0.498
H -2.044 -2.062 1.838 -0.1 0.0 0.0 0.057
C -2.445 -2.053 -2.655 0.1 0.2 0.3 -1.815
C -2.645 -1.072 -1.485 -0.5 -0.3 -0.3 1.219
O -1.517 -0.771 -0.796 -0.4 0.1 0.0 1.305
C -3.656 -1.753 -0.525 0.0 0.0 -0.1 0.198
F -3.192 -2.934 -0.112 0.2 -0.1 0.1 -0.219
F -3.864 -1.008 0.573 0.0 0.1 0.3 -0.112
F -4.851 -1.984 -1.084 -0.1 0.1 -0.2 -0.327
C -3.306 0.244 -2.030 0.2 0.5 -0.2 0.247
F -3.620 0.204 -3.325 -0.1 -0.2 -0.1 -0.338
F -2.426 1.285 -1.903 0.0 -0.2 -0.1 0.010
F -4.401 0.649 -1.379 -0.3 -0.1 0.1 -0.336
H -1.900 -2.916 -2.281 0.0 0.0 0.0 0.317
H -1.876 -1.575 -3.445 0.1 0.0 -0.1 0.353
H -3.413 -2.369 -3.040 0.1 0.0 -0.1 0.420
Cl 0.797 0.809 5.012 0.2 0.2 0.3 -0.142
C -0.738 1.493 4.437 0.0 -0.1 0.0 0.179
Cl -2.106 0.646 5.138 -0.1 0.3 0.2 -0.130
C -0.692 1.333 2.914 -0.2 0.2 0.6 0.127
O 0.141 2.040 2.306 0.2 0.2 -0.4 -0.531
O -1.427 0.508 2.346 -0.2 -0.3 -0.2 -0.382
H -0.757 2.544 4.737 0.0 -0.3 -0.1 0.442
C 0.001 0.314 -6.385 0.0 -0.1 -0.1 -1.616
C 0.197 0.586 -4.934 0.1 0.1 0.4 1.069
C 0.720 -0.368 -4.062 0.0 0.1 0.1 -0.958
C 0.837 -0.074 -2.715 0.2 -0.1 -0.1 -0.552
N 0.447 1.080 -2.168 0.1 0.0 -0.2 0.414
C -0.010 2.013 -3.013 0.0 0.1 -0.1 -0.433
C -0.140 1.815 -4.373 0.1 -0.1 0.1 -0.901
H 0.596 -0.535 -6.708 0.0 -0.1 -0.1 0.396
H 0.263 1.179 -6.990 0.0 0.1 0.0 0.414
H -1.049 0.091 -6.580 0.0 0.0 0.0 0.308
H 1.027 -1.335 -4.429 0.1 -0.1 0.0 0.506
H 1.277 -0.787 -2.025 -0.1 0.0 -0.1 0.146
H -0.289 2.961 -2.572 0.0 0.0 0.0 0.339
H -0.511 2.613 -4.998 -0.1 0.1 0.0 0.492
```
Positions in Å, forces in eV/Å.

=====

Record 2
# CH9N2

A 2-piece molecular cluster, CH9N2 overall at a distorted geometry (wB97M-V/def2-TZVPD, the OMol25 dataset).

Properties
- Orbital gap: 11.6 eV
- Lowest unoccupied orbital energy: -3.54 eV
- Charge: +1
- Energy relative to the best compared isomer or geometry (same formula, charge and spin): 7.4 kcal/mol
- Maximum force: 1.05 eV/A
- Highest occupied orbital energy: -15.2 eV

The geometry in XYZ format:
```
12
Properties=species:S:1:pos:R:3:forces:R:3:nbo_charge:R:1
N 1.825 1.056 -0.520 -0.1 -0.6 0.8 -1.116
H 1.854 1.981 -0.935 0.2 -0.1 -0.1 0.393
H 2.316 1.096 0.374 0.0 0.3 -0.2 0.377
H 0.039 0.460 0.343 0.4 0.0 -0.6 0.475
H 2.395 0.406 -1.058 -0.3 0.3 -0.3 0.390
C -1.185 -1.270 -0.009 0.0 0.4 -0.3 -0.417
N -0.900 0.095 0.591 0.4 -0.4 -0.3 -0.694
H -0.310 -1.885 -0.189 0.3 0.3 0.5 0.246
H -1.586 -1.026 -0.991 -0.3 -0.4 0.1 0.232
H -1.895 -1.776 0.635 -0.1 -0.1 -0.2 0.241
H -1.579 0.708 0.158 -0.1 0.5 0.3 0.437
H -0.974 0.155 1.601 -0.2 -0.2 0.2 0.436
```
Positions in Å, forces in eV/Å.

=====

Record 3
# C49H60F6O11S2

C49H60F6O11S2 as an isolated structure at a distorted geometry (wB97M-V/def2-TZVPD, the OMol25 dataset).

Properties
- Orbital gap: 7.9 eV
- Lowest unoccupied orbital energy: 0.33 eV
- Charge: 0
- Energy relative to the best compared isomer or geometry (same formula, charge and spin): 823.9 kcal/mol
- Maximum force: 12.64 eV/A
- Highest occupied orbital energy: -7.6 eV

The geometry in XYZ format:
```
128
Properties=species:S:1:pos:R:3:forces:R:3:mulliken_charge:R:1
F -1.993 -1.192 2.586 -2.0 2.6 0.9 0.876
C -2.308 0.046 2.957 -1.4 1.6 0.6 -0.074
C -1.381 1.028 2.828 0.0 2.1 -0.3 0.466
C -1.791 2.378 2.967 -1.5 -0.6 2.2 -0.467
C -3.126 2.688 3.356 2.8 0.3 -0.9 -1.090
C -3.990 1.656 3.527 -0.6 -1.1 1.3 -0.844
C -3.587 0.326 3.426 -0.3 0.2 -0.6 -0.734
H -0.389 0.819 2.456 -1.0 0.6 0.5 -0.332
H -1.074 3.181 2.884 -0.1 -0.1 0.4 0.522
H -3.384 3.721 3.536 -0.2 0.0 -0.1 0.443
H -4.961 1.874 3.947 -0.3 -0.1 -0.2 0.468
H -4.306 -0.450 3.646 0.1 -0.2 -0.2 0.491
F -5.947 1.549 0.979 -1.2 -0.3 0.2 -0.411
C -4.829 1.869 0.360 3.9 -0.3 -1.4 -0.340
C -4.577 3.157 -0.114 -3.5 -0.3 2.0 -0.853
C -3.383 3.568 -0.541 3.3 -2.1 -1.6 -1.455
C -2.367 2.559 -0.669 -3.7 0.5 1.6 0.902
C -2.552 1.256 -0.215 -2.7 1.9 1.2 1.464
C -3.779 0.903 0.245 -3.1 0.4 1.3 -0.158
H -5.391 3.851 0.031 -0.2 0.3 -0.2 0.404
H -3.162 4.533 -0.973 -0.3 0.1 0.3 0.536
H -1.397 2.781 -1.090 -4.9 1.2 2.5 -0.282
H -1.704 0.608 -0.381 -2.4 -1.2 5.0 0.484
H -4.070 -0.075 0.600 0.5 0.0 0.1 0.109
F 2.538 0.249 3.428 -0.8 -0.7 0.1 -0.456
C 2.663 -0.758 2.519 4.4 -0.5 -0.6 0.337
C 2.694 -2.130 2.851 0.5 0.5 0.2 -0.572
C 3.060 -3.082 1.886 0.0 0.8 -0.6 -0.691
C 3.417 -2.657 0.594 1.2 -0.5 1.9 -0.405
C 3.528 -1.315 0.358 2.1 0.1 1.8 0.931
C 3.227 -0.354 1.279 -0.4 -0.6 2.5 -1.501
H 2.383 -2.503 3.816 0.0 0.3 0.2 0.450
H 3.036 -4.135 2.121 0.0 -0.1 0.2 0.372
H 3.694 -3.293 -0.234 0.0 -0.5 0.5 0.723
H 3.906 -0.925 -0.575 0.1 -1.9 1.7 -0.063
H 3.400 0.693 1.081 -0.1 -0.1 0.1 1.007
F 2.718 4.759 -3.145 -0.5 0.6 -1.1 -0.391
C 2.796 4.239 -1.936 -0.2 -1.3 2.3 -0.117
C 3.690 4.776 -1.028 0.1 0.2 0.5 -0.789
C 3.896 4.118 0.186 -0.4 0.4 0.0 -1.038
C 3.175 2.997 0.527 -0.6 -0.8 -0.8 -0.408
C 2.208 2.431 -0.354 5.6 3.7 -1.7 0.667
C 2.021 3.121 -1.577 0.4 0.3 0.5 -0.402
H 4.160 5.738 -1.171 0.3 -0.1 -0.5 0.400
H 4.605 4.490 0.910 0.1 0.3 -0.1 0.431
H 3.428 2.538 1.471 -0.1 -0.1 0.2 0.414
H 1.719 1.476 -0.227 3.7 2.9 -0.4 0.267
H 1.329 2.706 -2.295 0.4 0.7 0.5 0.540
F -1.905 -1.405 5.078 -1.0 1.7 1.8 -0.467
C -1.810 -2.418 4.277 0.8 -2.0 -0.4 0.122
C -0.635 -2.433 3.568 2.0 -3.8 1.4 -0.352
C -0.323 -3.536 2.753 -1.0 -0.2 1.2 0.714
C -1.281 -4.568 2.587 -1.3 0.8 2.3 -0.955
C -2.535 -4.407 3.261 1.7 -0.7 -1.5 -0.723
C -2.837 -3.273 3.985 -0.3 -0.6 0.9 -1.034
H 0.058 -1.637 3.795 0.1 -0.1 -0.1 0.820
H 0.599 -3.555 2.191 -0.2 -0.1 0.7 0.750
H -1.131 -5.485 2.035 0.1 0.4 0.0 -0.164
H -3.308 -5.154 3.154 0.0 -0.1 -0.2 0.414
H -3.862 -3.140 4.298 0.1 0.2 0.5 0.458
F 1.113 -1.787 -3.223 -1.6 2.2 -9.1 -0.363
C 2.309 -1.250 -2.985 3.5 4.3 -3.5 1.006
C 2.454 -0.278 -2.020 2.3 2.6 -1.3 1.615
C 3.780 0.122 -1.622 -0.4 0.0 -3.8 -0.663
C 4.891 -0.475 -2.263 -0.2 0.5 0.0 -0.561
C 4.753 -1.372 -3.302 -2.5 0.0 -0.6 -1.085
C 3.429 -1.733 -3.692 0.9 0.7 -0.6 -0.806
H 1.611 0.233 -1.579 1.1 0.0 -2.0 0.231
H 4.020 0.841 -0.853 -0.6 0.3 -0.2 0.323
H 5.898 -0.323 -1.906 0.0 0.5 0.2 0.449
H 5.630 -1.751 -3.806 -0.1 -0.2 0.0 0.438
H 3.217 -2.537 -4.381 0.2 0.0 -0.3 0.530
C -4.749 -2.229 -0.743 0.3 -0.3 0.9 -0.982
S -2.956 -2.480 -0.975 -0.3 -0.4 -0.3 0.090
O -2.347 -1.266 -1.619 -3.9 -1.2 -1.7 -0.200
C -2.349 -2.364 0.745 -1.1 -0.1 -1.7 0.498
H -5.062 -1.331 -0.210 0.3 0.1 -0.4 0.289
H -4.994 -3.040 -0.057 -0.3 -0.4 -0.2 0.463
H -5.272 -2.337 -1.692 0.2 0.0 0.1 0.445
H -2.831 -3.029 1.461 -0.6 0.4 -0.5 0.853
H -2.477 -1.302 0.953 -0.3 -0.9 -0.8 -0.612
H -1.303 -2.664 0.813 -0.6 0.2 -0.6 -0.783
C -0.309 -1.123 -1.024 0.6 0.8 1.8 -0.745
S 0.959 -0.238 0.023 -2.0 -6.4 3.8 4.269
O 0.536 1.206 0.089 -1.0 -12.1 3.3 0.146
C 0.432 -0.922 1.649 -0.6 -0.7 -2.8 -1.277
H -0.353 -2.205 -0.896 0.5 0.5 0.5 0.301
H -0.207 -0.894 -2.085 -0.5 0.1 0.8 -0.096
H -1.255 -0.764 -0.619 1.8 0.0 0.2 -0.312
H 1.019 -1.841 1.646 -0.3 0.7 0.2 -0.202
H -0.591 -1.294 1.696 1.1 1.1 -0.9 0.379
H 0.583 -0.139 2.391 0.8 -1.2 -0.2 1.573
C -0.654 1.270 -1.790 2.8 0.1 -3.3 0.594
O -0.760 1.017 -3.178 0.4 -0.5 -1.9 -0.665
C 0.360 1.136 -3.930 0.2 0.6 0.8 0.436
O 1.438 1.517 -3.493 -1.6 -1.2 -2.4 -0.545
O 0.094 0.794 -5.202 -1.0 0.0 1.5 -0.426
C 1.072 0.875 -6.190 1.3 0.1 -0.9 -0.727
H -1.465 0.869 -1.183 2.4 0.6 -6.5 -1.177
H -0.737 2.333 -1.564 3.6 -2.4 -3.1 0.864
H 0.234 0.916 -1.266 -1.5 0.9 -4.4 -1.873
H 0.539 0.901 -7.140 0.1 0.1 0.1 0.325
H 1.760 0.030 -6.212 -0.3 -0.5 0.3 0.250
H 1.766 1.712 -6.107 -0.5 0.5 0.2 0.313
C -0.187 2.745 0.870 -2.7 4.5 1.8 -1.641
O 0.200 4.120 0.722 -1.3 0.3 0.2 -0.451
C -0.372 4.717 -0.323 1.4 -0.3 -1.7 0.527
O -0.943 4.175 -1.293 3.5 5.3 1.6 -0.713
O 0.001 5.999 -0.201 -0.5 0.1 0.2 -0.404
C -0.195 6.976 -1.211 0.0 0.1 -0.5 -0.721
H -1.202 2.657 1.257 0.6 0.7 -0.9 -0.501
H 0.395 2.149 1.573 0.6 2.1 0.5 1.936
H -0.140 2.141 -0.036 -2.3 5.3 0.3 0.460
H -1.033 6.719 -1.859 0.0 0.1 0.1 0.338
H 0.711 7.108 -1.803 0.1 -0.5 -0.1 0.245
H -0.321 7.943 -0.725 -0.4 -0.2 0.2 0.286
C 1.892 -2.501 -1.491 -0.9 -2.9 4.5 -0.276
O 1.698 -3.919 -1.310 -1.3 -2.1 0.9 -0.520
C 0.854 -4.494 -0.422 -0.2 0.7 -0.3 0.539
O 0.135 -3.880 0.386 1.9 -2.4 -3.1 -0.428
O 0.948 -5.861 -0.616 0.6 1.7 0.3 -0.435
C 0.134 -6.787 0.074 -1.9 -0.2 0.1 -0.821
H 2.096 -2.036 -0.527 -0.1 -0.7 -1.2 -0.378
H 1.069 -1.970 -1.971 0.3 -3.0 4.7 -0.634
H 2.666 -2.389 -2.250 0.6 -3.2 3.1 0.380
H -0.830 -6.862 -0.429 -0.2 0.3 -0.3 0.353
H -0.153 -6.542 1.096 0.9 0.2 -0.1 0.462
H 0.486 -7.817 0.016 0.9 0.4 0.0 0.399
```
Positions in Å, forces in eV/Å.